Below is a structure of composition C25H37N2OOsPSSi in a non-equilibrium geometry, with properties calculated with ωB97M-V/def2-TZVPD.

Computed properties:
- E_LUMO (spin up / spin down): 0.19 / -1.60 eV

```
! RIJCOSX wB97M-V def2-TZVPD def2/J DEFGRID3
* xyz 0 5
Os -0.153 0.152 -1.073
Si 2.174 0.534 -1.736
P -0.576 0.718 -3.340
N -0.655 -1.476 -1.514
H 1.033 1.221 -0.961
C -2.334 0.770 -3.909
H -2.423 0.620 -4.994
H -2.783 1.729 -3.635
H -2.866 -0.031 -3.390
C 0.026 2.227 -4.228
H -0.357 2.218 -5.259
H 1.120 2.253 -4.272
H -0.343 3.132 -3.733
C 0.020 -0.593 -4.521
H -0.194 -0.283 -5.556
H -0.513 -1.529 -4.308
H 1.098 -0.753 -4.412
C 3.027 2.230 -1.553
H 2.709 2.731 -0.634
H 2.825 2.902 -2.393
H 4.114 2.108 -1.497
H 2.957 -0.380 -0.891
H 2.527 0.233 -3.133
C -0.504 -2.795 -1.533
C -1.513 -5.003 -1.320
C -1.601 -3.637 -1.167
C 0.726 -3.408 -1.932
C 0.802 -4.786 -2.086
C -0.327 -5.575 -1.807
H -2.370 -5.639 -1.060
H -2.496 -3.121 -0.824
H 1.571 -2.750 -2.138
H 1.733 -5.247 -2.425
H -0.273 -6.655 -1.959
C -1.998 3.402 -0.862
O -2.266 2.386 -1.545
C -2.338 3.427 0.637
H -2.130 4.443 1.020
H -1.641 2.730 1.211
H -3.403 3.120 0.767
C -0.881 4.370 -1.296
H -1.199 5.018 -2.131
H 0.107 3.900 -1.532
H -0.644 4.897 -0.362
N 0.335 0.015 0.977
S -0.700 -0.391 2.215
C 0.181 -1.803 2.911
C -0.490 -2.561 3.879
C 0.163 -3.627 4.493
C 1.476 -3.941 4.127
C 2.125 -3.215 3.128
C 1.461 -2.157 2.496
C -0.332 0.913 3.462
C -1.400 1.701 3.909
C -1.156 2.806 4.729
C 0.149 3.089 5.159
C 1.188 2.233 4.800
C 0.953 1.138 3.959
H 1.136 0.539 1.359
H -1.514 -2.291 4.124
H -0.357 -4.207 5.251
H 1.995 -4.763 4.615
H 3.142 -3.458 2.827
H 1.927 -1.605 1.685
H -2.406 1.460 3.563
H -1.978 3.455 5.007
H 0.339 3.953 5.792
H 2.201 2.425 5.158
H 1.771 0.481 3.664
*
```